Computed, not measured: a 3-piece molecular cluster, C4H12O4 overall in a non-equilibrium geometry, with the ωB97M-V functional and the def2-TZVPD basis.

Element x y z (Å)
O1 -3.136 1.895 -0.648
C1 -2.024 1.423 -0.718
C2 -1.919 -0.152 -0.410
C3 -0.566 -0.361 0.295
C4 -0.383 -1.863 0.565
O2 0.395 -0.025 -0.715
H1 -1.259 1.750 -1.357
H2 -1.918 -0.848 -1.374
H3 -2.794 -0.515 0.185
H4 -0.468 0.228 1.092
H5 -0.682 -2.556 -0.281
H6 -0.968 -2.243 1.302
H7 0.608 -2.009 0.671
H8 0.546 0.934 -0.634
H9 1.888 -0.269 0.200
H10 3.003 -0.997 1.128
O3 2.866 -0.416 0.385
H11 2.323 2.605 -0.349
H12 2.585 1.433 0.466
O4 1.903 1.984 0.196

Values from the calculation:
- ⟨S²⟩ = 0.7591
- frontier orbital gap (alpha / beta) (eV) = 8.562 / 5.232
- charge = +1
- energy above the lowest of the compared OMol25 structures with the same formula, charge and spin (kcal/mol) = 26.59
- HOMO (alpha / beta) (eV) = -14.77 / -14.75
- 2S+1 = 2

Computed, not measured: a 2-piece molecular cluster, C4H12O4PS2 overall in a non-equilibrium geometry, with the ωB97M-V functional and the def2-TZVPD basis.

Element x y z (Å)
O1 -0.151 -5.987 1.565
O2 -0.641 -3.384 1.506
O3 0.705 -4.464 -0.315
O4 1.686 -4.339 2.014
C1 1.481 -5.544 -0.796
C2 2.208 -3.026 1.936
P1 0.224 -4.575 1.269
H1 0.917 -6.492 -0.764
H2 1.748 -5.328 -1.844
H3 2.410 -5.669 -0.214
H4 3.185 -3.020 2.448
H5 2.357 -2.709 0.890
H6 1.546 -2.297 2.433
S1 0.664 0.130 0.439
S2 -1.066 0.492 1.454
C3 0.200 -1.255 -0.623
C4 -0.962 -0.689 2.817
H7 1.075 -1.500 -1.248
H8 -0.642 -0.990 -1.285
H9 -0.079 -2.149 -0.041
H10 -0.956 -1.733 2.462
H11 -0.059 -0.520 3.428
H12 -1.851 -0.539 3.453

Values from the calculation:
- frontier orbital gap (eV) = 8.677
- charge = -1
- energy above the lowest of the compared OMol25 structures with the same formula, charge and spin (kcal/mol) = 0.00
- HOMO (eV) = -5.62

Computed, not measured: C4H12O4Tl as an isolated structure in a non-equilibrium geometry, with the ωB97M-V functional and the def2-TZVPD basis.

Element x y z (Å)
Tl1 0.382 -1.030 -1.403
O1 1.147 1.178 -3.273
C1 1.343 2.480 -2.768
C2 1.984 2.471 -1.284
O2 1.392 1.694 -0.226
H1 0.397 3.019 -2.719
H2 1.975 2.947 -3.523
H3 1.915 3.491 -0.906
H4 3.069 2.414 -1.363
C3 0.386 -1.369 2.592
O3 0.186 -0.488 1.540
H5 0.450 -2.367 2.159
H6 1.377 -1.081 2.942
H7 -0.392 -1.362 3.355
H8 0.132 0.375 1.957
C4 -2.704 -1.818 0.730
O4 -2.043 -2.417 -0.383
H9 -2.253 -0.864 1.004
H10 -3.764 -1.580 0.636
H11 -2.422 -2.495 1.536
H12 -2.557 -3.198 -0.603

Values from the calculation:
- frontier orbital gap (eV) = 5.864
- charge = +1
- HOMO (eV) = -13.84

Computed, not measured: C4H12O6Tl as an isolated structure in a non-equilibrium geometry, with the ωB97M-V functional and the def2-TZVPD basis.

Element x y z (Å)
Tl1 4.798 6.786 8.674
C1 3.429 4.249 9.708
O1 2.965 3.338 10.391
O2 3.860 4.073 8.601
O3 3.270 5.514 10.201
C2 2.960 8.037 5.423
O4 3.931 7.014 5.584
H1 2.936 8.714 6.295
H2 3.227 8.687 4.584
H3 1.981 7.630 5.327
H4 3.616 6.095 5.377
C3 3.236 8.870 10.808
O5 4.122 9.131 9.672
H5 3.580 7.972 11.332
H6 3.284 9.807 11.373
H7 2.258 8.597 10.451
H8 4.117 10.049 9.479
C4 3.553 3.746 5.434
O6 2.659 4.589 6.131
H9 3.226 2.697 5.415
H10 3.432 4.038 4.385
H11 4.623 3.764 5.732
H12 2.723 4.362 7.046

Values from the calculation:
- frontier orbital gap (eV) = 3.521
- charge = +1
- HOMO (eV) = -13.55

Computed, not measured: a 2-piece molecular cluster, C4H12OS overall in a non-equilibrium geometry, with the ωB97M-V functional and the def2-TZVPD basis.

Element x y z (Å)
C1 -2.586 0.275 4.680
C2 -4.097 0.506 5.186
O1 -4.162 1.184 6.462
H1 -1.917 1.071 4.776
H2 -2.261 -0.538 5.256
H3 -2.524 0.106 3.621
H4 -4.790 -0.415 5.457
H5 -4.659 1.129 4.494
H6 -3.350 1.002 6.864
C3 4.249 -1.131 -3.858
C4 3.386 0.048 -4.175
S1 1.538 -0.382 -4.399
H7 4.836 -1.053 -2.926
H8 4.938 -1.266 -4.701
H9 3.945 -2.215 -3.651
H10 3.720 0.808 -3.284
H11 3.690 0.351 -5.175
H12 1.350 -0.534 -3.050

Values from the calculation:
- frontier orbital gap (eV) = 10.085
- energy above the lowest of the compared OMol25 structures with the same formula, charge and spin (kcal/mol) = 55.99
- HOMO (eV) = -9.14
- SMILES = CCO.CCS

Computed, not measured: a 2-piece molecular cluster, C4H12OS overall in a non-equilibrium geometry, with the ωB97M-V functional and the def2-TZVPD basis.

Element x y z (Å)
C1 -1.389 -0.824 1.251
C2 -1.320 0.546 0.600
S1 0.199 1.348 1.128
C3 0.181 2.858 0.113
H1 -2.287 -1.393 1.004
H2 -1.247 -0.724 2.314
H3 -0.629 -1.483 0.822
H4 -1.401 0.551 -0.486
H5 -2.169 1.153 0.911
H6 0.994 3.447 0.519
H7 0.422 2.580 -0.900
H8 -0.765 3.379 0.248
C4 1.272 -1.878 -1.560
O1 0.979 -3.044 -2.319
H9 1.403 -2.104 -0.509
H10 2.131 -1.331 -1.946
H11 0.415 -1.228 -1.716
H12 1.595 -3.741 -2.080

Values from the calculation:
- frontier orbital gap (eV) = 9.412
- energy above the lowest of the compared OMol25 structures with the same formula, charge and spin (kcal/mol) = 20.70
- HOMO (eV) = -8.50
- SMILES = CCSC.CO

Computed, not measured: a 2-piece molecular cluster, C4H12OS2 overall in a non-equilibrium geometry, with the ωB97M-V functional and the def2-TZVPD basis.

Element x y z (Å)
C1 2.788 0.321 0.129
C2 3.040 1.593 0.954
S1 1.607 2.672 1.419
S2 0.249 2.413 -0.085
C3 -0.732 0.952 0.567
C4 -1.537 0.166 -0.437
H1 2.828 -0.410 0.958
H2 3.690 -0.110 -0.317
H3 1.805 0.349 -0.317
H4 3.533 2.400 0.404
H5 3.568 1.391 1.887
H6 -0.036 0.363 1.157
H7 -1.385 1.537 1.217
H8 -1.943 -0.679 0.125
H9 -0.992 -0.124 -1.338
H10 -2.414 0.735 -0.753
O1 -4.901 -4.362 -1.641
H11 -4.466 -5.180 -1.421
H12 -4.703 -4.027 -2.507

Values from the calculation:
- frontier orbital gap (eV) = 9.251
- energy above the lowest of the compared OMol25 structures with the same formula, charge and spin (kcal/mol) = 25.45
- HOMO (eV) = -8.51
- SMILES = CCSSCC.O

Computed, not measured: a 2-piece molecular cluster, C4H12OS2 overall in a non-equilibrium geometry, with the ωB97M-V functional and the def2-TZVPD basis.

Element x y z (Å)
C1 -1.537 0.345 -2.416
C2 -0.391 -0.102 -1.516
C3 -0.717 0.158 -0.032
S1 -0.855 1.931 0.388
S2 0.981 2.350 1.228
C4 0.576 2.199 3.011
H1 -2.498 0.125 -1.943
H2 -1.536 -0.212 -3.355
H3 -1.453 1.405 -2.573
H4 0.590 0.339 -1.670
H5 -0.312 -1.199 -1.516
H6 0.122 -0.209 0.554
H7 -1.581 -0.370 0.373
H8 -0.341 2.748 3.174
H9 1.473 2.501 3.525
H10 0.372 1.145 3.214
O1 2.449 -4.583 -0.470
H11 1.691 -4.013 -0.314
H12 2.968 -4.559 0.336

Values from the calculation:
- frontier orbital gap (eV) = 9.416
- energy above the lowest of the compared OMol25 structures with the same formula, charge and spin (kcal/mol) = 8.24
- HOMO (eV) = -8.90
- SMILES = CCCSSC.O